one) The following is a DFT calculation (ωB97M-V with the def2-TZVPD basis set) of 17 unconnected molecules or ions with the total composition H35O17.

```
52
Properties=species:S:1:pos:R:3:nbo_charge:R:1
O 0.53 -0.36 -3.41 -1.009
H -0.18 -0.91 -3.74 0.471
H 1.36 -0.76 -3.78 0.506
O 0.33 -1.96 -0.71 -0.989
H -0.03 -1.21 0.73 0.555
H -0.45 -2.50 -0.97 0.504
O -4.31 1.81 0.97 -0.940
H -4.51 2.75 0.91 0.474
H -4.75 1.43 0.21 0.467
O 0.85 2.52 1.70 -0.946
H 1.69 2.11 1.92 0.481
H -0.07 3.51 -0.02 0.482
O -3.50 -1.91 -0.84 -0.975
H 0.41 3.09 -4.60 0.465
O -2.33 -1.02 1.59 -0.991
H -2.88 -1.42 2.26 0.474
H -2.79 -1.18 0.75 0.506
O 2.81 3.12 -1.88 -0.962
H 2.09 3.48 -1.33 0.484
H 2.48 3.24 -2.77 0.466
O -0.07 3.42 -3.84 -0.940
H -3.00 -2.69 -1.11 0.498
H 0.30 2.97 -3.07 0.474
O -0.21 0.81 3.61 -0.966
H -0.38 -3.30 3.96 0.506
H -0.34 0.28 2.82 0.485
O 2.42 0.58 3.42 -1.013
H 2.62 0.48 4.36 0.493
H 1.61 1.12 3.44 0.518
O -1.49 -4.01 -0.54 -0.977
H -1.15 -4.78 -0.97 0.504
H -1.15 -3.89 0.35 0.498
O 0.38 -0.95 1.63 -0.872
H -0.06 -1.62 2.20 0.556
H 1.43 -1.24 1.58 0.532
O -0.22 0.89 -1.38 -0.989
H 0.65 0.67 -1.67 0.498
H -0.93 0.86 -2.02 0.502
O 2.68 -1.59 -4.42 -0.999
H 3.51 -1.16 -4.27 0.522
H -1.58 -3.65 2.98 0.496
O 0.20 4.06 -0.76 -0.951
H 0.75 4.76 -0.43 0.480
H 0.29 -1.15 -1.25 0.513
O -0.72 -3.23 3.07 -0.980
H 0.38 2.04 1.09 0.469
H 2.46 -2.51 -4.55 0.518
O 2.77 -1.58 1.95 -0.921
H 3.30 -1.75 1.16 0.501
H 3.11 -0.74 2.35 0.539
H -4.43 -2.12 -0.94 0.490
H -0.92 1.44 3.61 0.492
```

As for the total charge: +1. The highest occupied orbital energy is -13.04 eV. The calculation puts the orbital gap at 10.233 eV. For the LUMO energy, the calculation gives -2.81 eV.

***

two) The following is a DFT calculation (ωB97M-V with the def2-TZVPD basis set) of 17 unconnected molecules or ions with the total composition H35O17.

```
52
Properties=species:S:1:pos:R:3:nbo_charge:R:1
O -1.62 0.38 -2.12 -0.834
H -1.40 0.52 -1.18 0.552
H -2.09 1.36 -2.47 0.566
O -0.48 2.41 -1.28 -1.069
H 0.09 2.35 -0.44 0.511
H -0.26 3.31 -1.63 0.520
O 0.35 -1.10 -3.53 -0.967
H 0.65 -2.01 -3.52 0.500
H 0.46 -0.87 -2.62 0.458
O 0.52 -3.50 1.54 -0.997
H 1.14 -4.14 1.84 0.493
H 0.00 -3.81 -1.58 0.512
O -2.52 1.60 -3.85 -0.917
H -2.26 -3.61 -0.59 0.505
O 0.43 4.80 -1.92 -0.980
H 0.39 5.52 -1.30 0.522
H 1.13 4.77 -2.56 0.499
O -2.63 -2.46 1.30 -0.951
H -2.00 -1.83 0.93 0.484
H -2.75 -2.13 2.23 0.468
O -1.32 -3.80 -0.68 -0.951
H -3.20 1.01 -4.16 0.514
H -1.27 -4.78 -0.63 0.486
O 2.80 0.02 1.19 -0.989
H 4.88 2.65 1.47 0.509
H 3.22 -0.49 0.48 0.493
O 1.62 -2.05 3.15 -0.975
H 2.04 -1.83 2.33 0.499
H 1.29 -1.27 3.69 0.473
O -0.80 5.22 0.58 -0.977
H -1.73 5.10 0.39 0.482
H -0.52 5.01 1.47 0.498
O 1.29 2.41 1.68 -0.967
H 0.62 1.77 1.98 0.470
H 2.17 2.12 1.96 0.490
O 1.69 -1.47 -1.16 -0.988
H 1.47 -2.17 -1.81 0.494
H 1.08 -1.67 -0.39 0.486
O -2.53 0.20 0.44 -0.983
H -3.23 -0.10 1.02 0.502
H 4.17 1.75 2.62 0.495
O 0.52 -3.61 -2.38 -1.008
H 0.65 -4.40 -2.91 0.489
H -0.72 0.35 -2.65 0.570
O 4.07 2.41 1.91 -0.973
H -0.12 -3.07 2.09 0.505
H -2.55 1.19 0.50 0.489
O -0.97 -1.53 4.10 -0.954
H -1.76 -2.06 4.19 0.468
H -0.38 -1.86 4.84 0.488
H -2.94 2.54 -3.80 0.515
H 3.31 0.83 1.24 0.475
```

As for the total charge: +1. The highest occupied orbital energy is -12.18 eV. The calculation puts the orbital gap at 9.426 eV. For the LUMO energy, the calculation gives -2.76 eV.

***

The structure with the most favorable energy is one); the runner-up is 0.0813 hartree above it.

***

one) The following is a DFT calculation (ωB97M-V with the def2-TZVPD basis set) of 17 unconnected molecules or ions with the total composition H35O17.

```
52
Properties=species:S:1:pos:R:3:nbo_charge:R:1
O -3.25 0.11 -3.15 -0.986
H -4.10 0.17 -2.59 0.502
H -3.38 -0.24 -4.02 0.487
O -2.76 2.40 2.26 -0.973
H -2.49 2.82 1.42 0.489
H -2.33 2.96 2.95 0.481
O 3.61 -2.14 -1.13 -0.951
H 4.32 -2.82 -0.77 0.482
H 3.18 -2.94 -1.46 0.489
O -1.80 -2.08 -2.34 -0.966
H -2.45 -2.33 -2.99 0.477
H -1.52 -1.19 -2.69 0.497
O 0.86 -0.83 -1.37 -0.979
H 1.33 -1.13 -2.10 0.475
O -0.66 -1.32 3.17 -0.949
H -1.56 -1.29 2.96 0.497
H -0.68 -1.26 4.07 0.478
O -1.60 1.96 -0.46 -0.985
H -1.65 2.82 -0.81 0.499
H -2.36 1.46 -0.74 0.482
O 0.72 1.49 -2.58 -0.956
H -0.18 1.76 -2.62 0.484
H 1.18 1.92 -1.92 0.489
O 1.45 1.32 0.41 -0.953
H 1.74 -0.10 0.39 0.536
H 0.51 1.20 0.76 0.530
O 1.68 1.27 3.22 -0.935
H 2.01 0.48 2.69 0.469
H 2.10 1.13 3.99 0.465
O -1.51 4.67 -1.31 -0.948
H -2.18 5.33 -1.16 0.480
H -0.88 5.28 -1.60 0.479
O 1.67 -2.70 -2.97 -0.942
H 2.02 -2.11 -3.60 0.484
H 0.87 -2.97 -3.21 0.479
O -3.04 -0.35 2.35 -0.956
H -2.33 0.13 1.95 0.479
H -3.43 0.31 2.92 0.496
O 0.64 -3.08 1.75 -0.991
H -0.17 -3.26 1.01 0.500
H 0.05 -2.65 2.45 0.511
O 3.19 3.29 1.72 -0.949
H 4.01 2.85 1.45 0.476
H 3.33 4.21 1.58 0.483
O 1.96 -1.08 0.78 -0.926
H 2.48 -1.38 0.09 0.523
H 1.29 -1.95 1.16 0.539
O -1.08 -3.29 -0.07 -0.923
H -0.29 -3.44 -0.58 0.491
H -1.63 -2.63 -0.52 0.534
H 0.46 -0.06 -1.61 0.476
H 2.03 1.82 0.94 0.528
```

As for the total charge: +1. The highest occupied orbital energy is -13.57 eV. The calculation puts the orbital gap at 11.125 eV. For the LUMO energy, the calculation gives -2.45 eV.

***

two) The following is a DFT calculation (ωB97M-V with the def2-TZVPD basis set) of 17 unconnected molecules or ions with the total composition H35O17.

```
52
Properties=species:S:1:pos:R:3:nbo_charge:R:1
O 0.44 -3.64 1.44 -1.002
H 1.76 0.20 2.35 0.471
H -0.07 -3.52 2.30 0.529
O 2.93 0.54 -3.00 -0.984
H 1.27 -3.31 -0.04 0.499
H -1.03 -1.68 2.92 0.506
O 2.36 1.81 -0.21 -0.953
H 1.62 1.37 0.21 0.435
H 3.02 1.63 0.47 0.500
O 0.42 2.69 -2.78 -0.967
H 0.37 3.61 -3.12 0.513
H -4.07 0.91 -1.56 0.493
O -1.10 2.47 -0.56 -0.821
H -4.43 2.03 1.15 0.466
O -1.55 0.34 -1.65 -0.959
H -1.67 1.60 -0.64 0.566
H -2.57 -1.45 0.94 0.488
O -0.44 -2.04 3.65 -0.997
H -0.76 0.41 -2.21 0.478
H -0.92 -2.30 4.45 0.498
O -3.93 1.97 1.98 -0.941
H -0.55 2.52 -1.54 0.545
H -4.68 2.03 2.58 0.474
O 2.29 -2.46 -3.49 -0.965
H -4.04 -0.93 1.00 0.442
H 1.82 -2.62 -2.64 0.486
O -1.64 -1.22 0.78 -0.991
H -1.25 -0.45 -1.16 0.528
H -1.10 -1.97 0.53 0.500
O 4.31 0.22 0.71 -0.983
H 4.97 0.74 1.19 0.478
H 3.78 -0.24 1.44 0.499
O 1.71 -3.21 -0.91 -0.983
H -4.42 -0.60 -0.32 0.479
H 2.64 -3.34 -0.71 0.483
O -0.84 3.44 2.53 -0.969
H -1.52 3.35 3.19 0.497
H -0.18 2.78 2.40 0.473
O 2.60 -0.10 2.74 -0.941
H 2.23 -0.77 3.34 0.495
H 2.66 0.56 -3.94 0.486
O -3.51 1.05 -0.79 -0.944
H -3.48 2.02 -0.87 0.478
H 3.41 -0.27 -2.78 0.513
O -4.50 -1.40 0.29 -0.910
H 1.42 2.58 -2.93 0.542
H 1.35 -3.85 1.60 0.483
O 0.80 -0.28 -1.06 -1.026
H 1.46 -0.98 -1.02 0.507
H 1.26 0.30 -1.74 0.508
H -0.20 1.95 -0.43 0.530
H 1.53 -2.49 -4.07 0.466
```

As for the total charge: +1. The highest occupied orbital energy is -13.59 eV. The calculation puts the orbital gap at 10.580 eV. For the LUMO energy, the calculation gives -3.01 eV.

***

The structure with the most favorable energy is one); the runner-up is 0.0476 hartree above it.

***

one) The following is a DFT calculation (ωB97M-V with the def2-TZVPD basis set) of C3H4N2O3 in the gas phase.

```
12
Properties=species:S:1:pos:R:3:nbo_charge:R:1
C -0.72 0.96 1.67 0.217
C 0.90 -1.40 -0.04 0.189
C -0.03 1.33 0.48 0.028
N -1.43 0.58 2.48 -0.239
N -0.53 0.48 -0.47 0.329
O -0.48 0.77 -1.82 -0.515
O -0.65 -0.78 -0.26 -0.375
O 1.48 -0.39 0.54 -0.688
H 1.29 -1.56 -1.06 0.131
H 0.76 -2.27 0.59 0.159
H 0.10 2.35 0.16 0.261
H -0.69 -0.08 -2.27 0.504
```

The highest occupied orbital energy is -9.27 eV. The calculation puts the orbital gap at 8.160 eV. For the LUMO energy, the calculation gives -1.11 eV.

***

two) The following is a DFT calculation (ωB97M-V with the def2-TZVPD basis set) of C3H4N2O3 in the gas phase.

```
12
Properties=species:S:1:pos:R:3:nbo_charge:R:1
O 2.25 1.15 -0.11 -0.559
C 2.61 0.09 0.15 0.514
N 1.67 -0.89 0.14 -0.465
N 0.33 -0.88 -0.21 -0.153
C -0.26 0.23 -0.39 -0.077
C -1.78 -0.03 -0.09 0.750
O -2.41 -1.04 0.00 -0.563
O -2.35 1.22 0.19 -0.698
H 3.64 -0.18 0.41 0.128
H 2.02 -1.78 0.73 0.391
H 0.12 1.19 -0.03 0.237
H -3.22 0.79 0.73 0.495
```

The highest occupied orbital energy is -10.05 eV. The calculation puts the orbital gap at 10.096 eV. For the LUMO energy, the calculation gives 0.04 eV. As for the SMILES: O=CN/N=C/C(=O)O.

***

The structure with the most favorable energy is two); the runner-up is 0.1516 hartree above it.

***

one) The following is a DFT calculation (ωB97M-V with the def2-TZVPD basis set) of a molecular structure, C8H16Br8.

```
32
Properties=species:S:1:pos:R:3:nbo_charge:R:1
Br -2.56 -0.87 0.38 0.134
C -1.18 0.02 1.41 -0.461
C -0.21 0.70 0.38 -0.544
Br 0.95 -0.61 -0.57 0.128
H -0.76 -0.73 2.08 0.239
H -1.74 0.76 1.99 0.221
H 0.49 1.24 1.02 0.163
H -0.74 1.27 -0.38 0.240
Br 5.77 1.28 0.75 -0.030
C 3.78 1.40 0.94 -0.433
C 3.41 1.73 2.45 -0.408
Br 1.41 1.47 2.36 0.040
H 3.34 0.48 0.56 0.234
H 3.38 2.27 0.41 0.221
H 3.75 2.69 2.85 0.236
H 3.76 0.90 3.07 0.222
Br 2.77 -1.17 -3.95 -0.002
C 2.05 -2.72 -2.94 -0.454
C 1.90 -2.42 -1.43 -0.286
Br 0.41 -3.41 -0.47 -0.011
H 2.71 -3.58 -3.03 0.232
H 1.09 -3.03 -3.36 0.238
H 1.80 -1.37 -1.15 0.042
H 2.82 -2.72 -0.92 0.218
Br -3.21 2.03 -1.09 -0.031
C -4.20 0.99 0.19 -0.483
C -5.56 0.66 -0.45 -0.413
Br -5.23 -0.76 -1.81 -0.062
H -4.34 1.66 1.05 0.214
H -3.72 0.05 0.46 0.143
H -5.88 1.47 -1.11 0.228
H -6.27 0.33 0.31 0.226
```

The highest occupied orbital energy is -8.32 eV. The calculation puts the orbital gap at 8.515 eV. For the LUMO energy, the calculation gives 0.20 eV.

***

two) The following is a DFT calculation (ωB97M-V with the def2-TZVPD basis set) of 4 unconnected molecules or ions with the total composition C8H16Br8.

```
32
Properties=species:S:1:pos:R:3:nbo_charge:R:1
Br 1.80 1.93 -1.99 -0.033
C 1.12 1.02 -3.60 -0.426
C 0.00 0.14 -3.12 -0.437
Br -0.41 -1.14 -4.55 -0.022
H 1.99 0.50 -4.00 0.233
H 0.79 1.79 -4.29 0.227
H -0.90 0.69 -2.86 0.232
H 0.33 -0.47 -2.29 0.224
Br -2.38 4.83 0.30 -0.030
C -0.80 5.01 -0.84 -0.430
C -0.69 6.46 -1.24 -0.428
Br 0.97 6.60 -2.29 -0.029
H -0.94 4.34 -1.68 0.230
H 0.02 4.69 -0.21 0.226
H -0.65 7.13 -0.40 0.233
H -1.44 6.70 -1.99 0.228
Br -0.96 -2.33 1.90 0.006
C -0.97 -0.40 1.92 -0.467
C 0.36 0.15 1.45 -0.442
Br 0.13 1.99 0.87 -0.008
H -1.17 -0.07 2.94 0.224
H -1.82 0.02 1.40 0.235
H 0.56 -0.37 0.51 0.220
H 1.15 0.06 2.18 0.233
Br -0.32 -6.63 0.65 -0.005
C 0.04 -6.76 2.55 -0.443
C 0.98 -5.64 2.95 -0.460
Br 0.94 -5.23 4.84 0.001
H 0.46 -7.74 2.76 0.226
H -0.91 -6.63 3.06 0.227
H 0.71 -4.75 2.39 0.229
H 2.00 -5.91 2.70 0.224
```

The highest occupied orbital energy is -9.81 eV. The calculation puts the orbital gap at 10.246 eV. For the LUMO energy, the calculation gives 0.44 eV. As for the SMILES: BrCCBr.BrCCBr.BrCCBr.BrCCBr.

***

The structure with the most favorable energy is two); the runner-up is 0.4165 hartree above it.

***

one) The following is a DFT calculation (ωB97M-V with the def2-TZVPD basis set) of C5H10N6O4 in the gas phase.

```
25
Properties=species:S:1:pos:R:3:nbo_charge:R:1
C -1.59 0.98 -0.59 -0.430
C -1.46 1.09 0.94 -0.402
C -0.16 1.23 -1.25 -0.215
C 1.67 0.66 0.39 -0.063
C -0.51 0.07 1.63 0.251
N 0.88 0.26 1.59 -0.680
N 0.85 0.43 -0.70 -0.302
N 0.74 -1.90 0.04 -0.136
N 0.39 -0.93 -0.84 -0.062
N -0.14 -2.18 0.90 0.564
N 0.89 -1.50 -2.12 0.634
O -0.42 -3.15 1.58 -0.294
O 1.27 -0.71 -2.94 -0.366
O -1.02 -0.96 1.20 -0.418
O 0.81 -2.66 -2.25 -0.331
H -1.74 -0.02 -0.96 0.222
H -2.26 1.67 -1.08 0.221
H -1.12 2.10 1.28 0.204
H -2.33 0.91 1.40 0.217
H -0.13 0.76 -2.30 0.218
H 0.07 2.28 -1.29 0.214
H 1.86 1.74 0.50 0.210
H 2.64 0.17 0.20 0.207
H -0.71 0.04 2.75 0.158
H 1.52 -0.38 1.90 0.378
```

The highest occupied orbital energy (spin up / spin down) is -8.96 / -8.96 eV. The calculation puts the orbital gap (spin up / spin down) at 8.392 / 8.391 eV. For the LUMO energy (spin up / spin down), the calculation gives -0.57 / -0.57 eV.

***

two) The following is a DFT calculation (ωB97M-V with the def2-TZVPD basis set) of a molecular structure, C5H10N6O4.

```
25
Properties=species:S:1:pos:R:3:nbo_charge:R:1
C -0.83 -1.14 -0.42 0.158
C 0.37 -0.96 0.55 0.248
C 0.20 1.00 0.36 0.317
C -1.27 -2.59 -0.59 -0.632
C -1.10 2.17 -1.55 -0.424
N -1.34 -0.13 -1.04 -0.167
N -0.87 1.10 -0.65 -0.314
N 0.39 -1.48 1.76 -0.799
N 0.00 1.28 1.72 -0.899
N 1.70 -1.17 -0.11 0.509
N 1.41 1.57 -0.20 0.479
O 1.78 -1.22 -1.31 -0.331
O 2.61 -1.23 0.70 -0.403
O 1.63 1.44 -1.38 -0.345
O 2.15 2.15 0.59 -0.418
H -0.30 -3.08 -0.85 0.224
H -1.85 -2.83 -1.38 0.233
H -1.65 -3.03 0.41 0.218
H -0.33 2.31 -2.32 0.215
H -2.08 2.04 -2.17 0.240
H -1.36 3.21 -0.93 0.202
H -0.38 -1.53 2.42 0.416
H 1.28 -1.43 2.23 0.424
H 0.83 1.88 2.19 0.441
H -1.00 1.67 1.99 0.407
```

The highest occupied orbital energy is -8.73 eV. The calculation puts the orbital gap at 8.517 eV. For the LUMO energy, the calculation gives -0.22 eV.

***

The structure with the most favorable energy is two); the runner-up is 0.1480 hartree above it.